Computed, not measured: one molecule with the formula C19H27FN2O4S in a non-equilibrium geometry, with the ωB97M-V functional and the def2-TZVPD basis.

Geometry (Å):
1 C 3.16016 -2.71956 -0.75895
2 C 2.57615 -2.75837 -2.17153
3 C 1.11100 -3.23498 -2.12010
4 N 0.32077 -2.41032 -1.23037
5 C -0.16671 -2.85821 -0.05703
6 O -0.05148 -3.99432 0.34473
7 C -0.86844 -1.78603 0.73718
8 C -0.28485 -0.53701 0.92455
9 C -0.90364 0.41201 1.71142
10 S -0.12802 2.01325 1.92283
11 O 1.01201 2.06328 1.04739
12 O 0.06663 2.27309 3.31592
13 N -1.38174 2.99573 1.39195
14 C -1.53056 4.26963 2.07208
15 C -0.57097 5.30775 1.48686
16 O -0.75685 5.43493 0.09367
17 C -0.51956 4.21066 -0.56554
18 C -1.46360 3.11833 -0.05045
19 C -2.10777 0.15497 2.33989
20 C -2.70930 -1.07786 2.16500
21 C -2.08494 -2.03000 1.37123
22 F -2.70405 -3.20080 1.19058
23 C 0.48510 -3.27648 -3.51604
24 C 0.61402 -1.93424 -4.22914
25 C 2.07549 -1.50521 -4.28927
26 C 2.69590 -1.40642 -2.89293
27 C 4.15167 -0.95702 -3.00641
28 H 4.24501 -2.67813 -0.78814
29 H 2.86917 -3.61186 -0.20954
30 H 2.79774 -1.85202 -0.21125
31 H 3.12834 -3.50300 -2.75541
32 H 1.08170 -4.23795 -1.67991
33 H 0.19132 -1.44609 -1.48858
34 H 0.66863 -0.28842 0.48345
35 H -1.31798 4.09932 3.12661
36 H -2.56709 4.59754 1.94525
37 H -0.75633 6.29608 1.91008
38 H 0.46281 4.99853 1.70326
39 H -0.68722 4.39972 -1.62722
40 H 0.51777 3.88714 -0.40267
41 H -1.20047 2.15195 -0.48178
42 H -2.49925 3.36350 -0.30708
43 H -2.55388 0.91865 2.95531
44 H -3.65041 -1.31956 2.63310
45 H 0.99612 -4.04371 -4.10013
46 H -0.56494 -3.56265 -3.43111
47 H 0.21127 -2.01887 -5.24039
48 H 0.02730 -1.17275 -3.70904
49 H 2.15481 -0.53885 -4.79192
50 H 2.63991 -2.23250 -4.87756
51 H 2.15229 -0.64612 -2.31939
52 H 4.57426 -0.74427 -2.02914
53 H 4.21735 -0.05152 -3.60586
54 H 4.75183 -1.72781 -3.48540

- HOMO (eV) = -9.29
- E_tot (a.u.) = -1648.73970
- SMILES = C[C@H]1[C@@H](NC(=O)c2cc(S(=O)(=O)N3CCOCC3)ccc2F)CCC[C@@H]1C
- net charge = 0